Record 1
A structure of composition C22H10BrF5IrN2O, computed with ωB97M-V/def2-TZVPD.

net charge	+1
ΔE to the lowest compared entry with this formula, charge and spin	0.00	kJ/mol

CARTESIAN COORDINATES (ANGSTROEM)
Ir1 0.0530 0.2485 -0.2545
Br1 5.7589 0.1219 4.3982
C1 4.5424 0.0626 2.9640
C2 5.0260 0.1870 1.6418
C3 4.1735 0.1470 0.5731
C4 2.7882 0.0062 0.7728
O1 1.9997 -0.0366 -0.2710
C5 2.2988 -0.1220 2.0971
C6 0.9361 -0.2394 2.4042
N1 -0.0871 -0.2947 1.5812
C7 -1.4315 -0.3324 2.1014
C8 -1.7998 -0.5399 3.3999
C9 -3.1625 -0.4751 3.7693
C10 -4.1362 -0.2247 2.8472
C11 -3.7852 -0.0443 1.4887
C12 -4.7135 0.2024 0.4528
C13 -4.2749 0.3732 -0.8308
C14 -2.9008 0.2977 -1.0991
N2 -2.0086 0.0767 -0.1521
C15 -2.4301 -0.0982 1.1374
C16 3.2142 -0.0988 3.1902
H1 6.0884 0.3114 1.4792
H2 4.5354 0.2272 -0.4428
H3 0.6992 -0.2736 3.4606
H4 -1.0720 -0.7579 4.1680
H5 -3.4248 -0.6175 4.8084
H6 -5.1758 -0.1579 3.1397
H7 -5.7699 0.2468 0.6871
H8 -4.9614 0.5648 -1.6426
H9 -2.5227 0.3937 -2.1090
H10 2.8425 -0.2207 4.1997
F1 -0.5693 2.5076 2.1538
C17 -0.2705 3.0211 0.9475
C18 -0.0046 2.2021 -0.1342
C19 0.2913 2.8157 -1.3324
F2 0.5179 1.9879 -2.3838
C20 0.3432 4.1844 -1.4916
F3 0.6326 4.7275 -2.6662
C21 0.0819 4.9847 -0.3902
F4 0.1257 6.3039 -0.5030
C22 -0.2273 4.4016 0.8289
F5 -0.4801 5.1683 1.8825

Record 2
A structure of composition C11H10BrNZn, computed with ωB97M-V/def2-TZVPD.

net charge	-2
ΔE to the lowest compared entry with this formula, charge and spin	38.03	kJ/mol

CARTESIAN COORDINATES (ANGSTROEM)
C1 -1.6245 -0.8396 -1.1050
C2 -1.9803 -1.3768 0.1719
C3 -2.3377 -0.2936 1.0446
H1 -2.1793 -2.4117 0.3914
C4 -2.1010 0.8967 0.2906
C5 -1.7283 0.5743 -1.0539
H2 -1.5226 1.2476 -1.8795
H3 -1.3247 -1.4713 -1.9533
H4 -2.5827 -0.3946 2.0803
H5 -2.3001 1.9272 0.6297
Zn1 0.9912 -0.1030 -1.8792
Br1 2.3293 -1.8303 -1.5668
C6 2.3460 0.6729 -3.9296
C7 1.2644 1.4838 -4.3743
C8 0.2790 0.6250 -4.9427
H6 1.2427 2.5719 -4.3945
C9 0.7604 -0.7094 -4.8714
C10 2.0510 -0.6821 -4.2710
H7 2.7365 -1.5237 -4.2330
H8 3.3117 1.0241 -3.5661
H9 -0.6321 0.9393 -5.4414
H10 0.2968 -1.5878 -5.3066
N1 1.4743 0.7692 1.3994
C11 1.2300 0.4920 0.2749

Record 3
A cluster of 2 separate species, C3H9S2 in total, computed with ωB97M-V/def2-TZVPD.

net charge	-1
ΔE to the lowest compared entry with this formula, charge and spin	65.19	kJ/mol

CARTESIAN COORDINATES (ANGSTROEM)
C1 0.5566 -2.3148 0.9925
S1 1.8198 -1.1490 1.5733
H1 -0.3789 -1.8237 0.7631
H2 0.9871 -2.8871 0.2005
H3 0.2638 -3.0111 1.7901
C2 -0.7476 0.7622 -1.3144
C3 -0.2783 2.0086 -0.5412
S2 -0.2808 1.8791 1.2625
H4 -0.6771 -0.0848 -0.6228
H5 -0.3211 0.6353 -2.3115
H6 -1.8330 0.8408 -1.4835
H7 0.7153 2.2941 -0.9134
H8 -0.9161 2.8461 -0.8274
H9 1.0903 0.0043 1.4321

Record 4
A cluster of 8 separate species, C4H25N2O7S in total, computed with ωB97M-V/def2-TZVPD.

net charge	-1
ΔE to the lowest compared entry with this formula, charge and spin	130.51	kJ/mol

CARTESIAN COORDINATES (ANGSTROEM)
C1 2.0131 2.1323 0.8559
N1 1.3576 0.8835 1.2256
C2 0.1202 0.6206 0.4354
C3 -0.2903 -0.8432 0.8232
S1 -1.6468 -1.2681 -0.3182
C4 -0.9860 1.7186 0.7980
N2 -1.0433 2.6687 -0.3188
H1 3.0126 1.9744 0.3788
H2 1.5431 2.5378 -0.0075
H3 2.0005 2.9105 1.6033
H4 2.0284 0.1221 1.2108
H5 0.2569 0.6319 -0.6238
H6 -0.8458 -0.7992 1.7689
H7 0.5845 -1.5113 0.8115
H8 -0.5784 2.3454 1.5936
H9 -1.9333 1.3455 1.0842
H10 -1.2781 2.2472 -1.2181
H11 -0.1711 3.1489 -0.4654
H12 0.0425 1.1039 3.1177
H13 -1.2313 0.3711 3.7372
O1 -0.5731 1.0520 3.8491
H14 2.3949 -2.1820 0.9301
H15 3.2908 -1.7946 -0.2048
O2 3.1358 -1.6150 0.7297
H16 -0.5274 -1.0446 -2.5457
H17 -0.2332 -0.0345 -3.6357
O3 0.0891 -0.2649 -2.7691
H18 2.2610 1.2946 3.4777
H19 1.4302 2.1739 4.2067
O4 2.3830 2.0964 4.0445
H20 -1.3156 -2.6892 -2.0313
H21 -2.3096 -1.8598 -2.8274
O5 -1.4251 -2.2521 -2.9011
H22 1.4307 -1.4773 -2.9266
H23 1.4529 -2.8426 -3.4512
O6 2.0561 -2.2096 -3.0434
H24 -3.2709 -0.1439 -1.6539
H25 -4.3718 -1.1438 -1.6807
O7 -3.7485 -0.7234 -2.2921

Record 5
A cluster of 15 separate species, C27H29Cl42F7O6 in total, computed with ωB97M-V/def2-TZVPD.

CARTESIAN COORDINATES (ANGSTROEM)
C1 6.3353 1.2954 2.9723
C2 6.0235 1.8674 1.4667
C3 4.8903 0.8529 0.7725
O1 4.0775 1.7101 -0.1079
C4 3.3203 0.9115 -1.0840
C5 1.6725 1.1890 -1.0290
C6 0.8805 -0.0627 -0.3262
F1 1.6286 -0.4726 0.9078
F2 -0.5052 0.2931 0.1540
C7 0.7146 -1.3974 -1.2634
F3 -0.4741 -1.2060 -2.1733
F4 1.8697 -1.7003 -2.1392
C8 0.3954 -2.7859 -0.4149
F5 -0.4903 -2.5852 0.7563
F6 1.6060 -3.5003 0.0516
F7 -0.3508 -3.6917 -1.3597
O2 1.2516 1.4978 -2.4362
C9 1.7348 2.8429 -2.8937
O3 1.8460 3.3271 -4.1352
O4 2.0927 3.4760 -1.5855
C10 1.5119 2.7102 -0.4331
C11 -0.0055 3.3891 -0.3638
O5 -0.6422 3.1770 0.9465
C12 -1.6763 4.1844 1.2358
C13 -3.1771 3.6112 1.6692
O6 -1.5199 5.5117 1.2253
H1 5.4019 1.4793 3.6773
H2 6.5887 0.1530 2.9795
H3 7.2359 1.9101 3.4394
H4 5.5343 2.9436 1.4672
H5 6.9974 1.8203 0.8188
H6 5.5056 0.0422 0.1714
H7 4.1796 0.3740 1.5945
H8 3.7440 1.0452 -2.1750
H9 3.5222 -0.2309 -0.8025
H10 1.9113 2.9562 0.6443
H11 -0.6351 3.0341 -1.2850
H12 0.1801 4.5591 -0.5123
H13 -3.0065 2.6235 2.3016
H14 -3.6428 4.4204 2.3792
H15 -3.8849 3.4635 0.7490
C14 3.9301 5.9117 -3.8851
Cl1 3.8735 7.2848 -2.7668
Cl2 3.6613 6.4541 -5.5504
Cl3 5.4794 5.0626 -3.7497
H16 3.1313 5.2156 -3.6165
C15 2.4718 -6.8502 -0.0663
Cl4 2.5052 -7.9093 1.3538
Cl5 4.1100 -6.5972 -0.6923
Cl6 1.4233 -7.5283 -1.3234
H17 2.0652 -5.8817 0.2359
C16 1.5301 5.5608 2.6007
Cl7 1.4735 6.9339 3.7190
Cl8 1.2613 6.1032 0.9354
Cl9 3.0794 4.7117 2.7361
H18 0.7313 4.8647 2.8693
C17 -5.3943 1.2712 4.7016
Cl10 -5.0339 0.1657 3.3646
Cl11 -4.3116 0.9656 6.0706
Cl12 -5.2627 2.9559 4.1684
H19 -6.4218 1.0927 5.0286
C18 1.9931 -5.5307 4.6420
Cl13 1.9366 -4.1575 5.7603
Cl14 1.7244 -4.9882 2.9767
Cl15 3.5425 -6.3797 4.7774
H20 1.1943 -6.2267 4.9106
C19 7.3688 -6.0438 -3.1790
Cl16 7.7291 -7.1492 -4.5160
Cl17 8.4514 -6.3494 -1.8101
Cl18 7.5003 -4.3591 -3.7122
H21 6.3412 -6.2222 -2.8520
C20 -3.2401 -5.0694 -1.7581
Cl19 -3.9323 -4.1078 -3.0755
Cl20 -4.4858 -5.4805 -0.5669
Cl21 -2.4783 -6.5376 -2.3935
H22 -2.4726 -4.4706 -1.2611
C21 -3.2565 5.7260 6.5415
Cl22 -4.9169 6.3383 6.4559
Cl23 -3.1982 4.2121 7.4604
Cl24 -2.5951 5.4919 4.9144
H23 -2.6424 6.4671 7.0595
C22 -8.7092 -6.4202 -0.9361
Cl25 -7.7962 -5.8511 0.4717
Cl26 -10.4334 -6.0582 -0.7473
Cl27 -8.0794 -5.6900 -2.4226
H24 -8.5908 -7.5044 -1.0081
C23 -2.8767 -4.0214 -7.1195
Cl28 -2.8433 -5.0805 -5.6995
Cl29 -1.2385 -3.7684 -7.7456
Cl30 -3.9253 -4.6994 -8.3767
H25 -3.2833 -3.0529 -6.8174
C24 1.1380 -11.2908 1.8543
Cl31 -0.3861 -11.4718 0.9690
Cl32 0.8618 -10.4920 3.4116
Cl33 1.9101 -12.8678 2.0923
H26 1.8090 -10.6650 1.2604
C25 5.6538 9.8874 -7.0820
Cl34 5.5467 9.0174 -5.5421
Cl35 4.1541 9.7014 -8.0071
Cl36 6.0051 11.6018 -6.8047
H27 6.4731 9.4577 -7.6640
C26 -13.5462 -3.3305 -0.1909
Cl37 -13.6533 -4.2004 1.3490
Cl38 -15.0459 -3.5165 -1.1161
Cl39 -13.1949 -1.6160 0.0864
H28 -12.7269 -3.7601 -0.7729
C27 -1.7044 9.0585 2.7666
Cl40 -3.1844 8.4450 3.5235
Cl41 -2.0508 10.5074 1.8073
Cl42 -0.4752 9.4049 3.9949
H29 -1.3147 8.2873 2.0973

Record 6
A cluster of 2 separate species, C23H46BrF2N4O5SSi in total, computed with ωB97M-V/def2-TZVPD.

net charge	+1

CARTESIAN COORDINATES (ANGSTROEM)
C1 1.5029 2.9233 1.9930
O1 1.3480 4.1451 1.2780
C2 2.5393 4.4839 0.5587
C3 2.8380 3.5168 -0.6307
C4 1.7537 3.5839 -1.7741
C5 0.8528 2.2730 -1.8170
C6 0.9671 1.4984 -3.1769
C7 2.4803 1.2030 -3.6047
C8 2.5831 -0.3748 -3.7806
C9 2.7713 -0.9366 -2.3306
N1 2.0556 -2.2059 -2.0413
S1 1.2457 -3.2059 -3.2046
C10 2.0549 -2.6089 -0.7964
N2 2.7352 -1.8561 0.2016
C11 1.9236 -1.6833 1.4340
C12 0.4250 -2.1950 1.2927
N3 -0.3209 -1.1015 0.5955
C13 -0.1379 -2.2329 2.7674
C14 -1.6947 -2.3139 2.8405
O2 -2.3173 -1.0445 2.6984
Si1 -3.8015 -1.0846 1.8248
C15 -3.5410 -0.6656 -0.0337
C16 -4.8063 -2.6964 2.0510
C17 -4.9279 0.3247 2.4911
C18 0.3059 -3.5681 0.5441
Br1 -1.3912 -3.7307 -0.5081
N4 1.4020 -3.8274 -0.4248
C19 2.3421 -4.8316 0.0545
C20 3.6902 -4.8621 -0.7576
F1 2.6983 -4.6725 1.3946
H1 0.9074 2.1425 1.4462
H2 1.0664 2.9693 3.0185
H3 2.5739 2.6205 2.0521
H4 3.4285 4.4612 1.2413
H5 2.4034 5.5331 0.2130
H6 2.9846 2.4729 -0.2627
H7 3.8237 3.8356 -1.0554
H8 2.2179 3.7435 -2.7781
H9 1.0903 4.4697 -1.6246
H10 -0.1986 2.6356 -1.7065
H11 1.1143 1.6328 -0.9392
H12 0.4099 2.0097 -3.9931
H13 0.4664 0.5072 -3.0162
H14 3.1532 1.5025 -2.7742
H15 2.6494 1.7458 -4.5536
H16 3.5017 -0.5660 -4.3767
H17 1.6488 -0.6806 -4.2858
H18 2.5226 -0.1302 -1.6035
H19 3.8593 -1.1390 -2.1959
H20 -0.0906 -3.1352 -2.8714
H21 3.5836 -2.3779 0.4384
H22 2.3880 -2.1512 2.3313
H23 1.8422 -0.5860 1.6138
H24 0.2389 -0.7156 -0.1672
H25 -0.3747 -0.3640 1.3010
H26 0.3781 -3.0003 3.3866
H27 0.1455 -1.2393 3.2051
H28 -2.0475 -3.1020 2.1365
H29 -1.9473 -2.6878 3.8679
H30 -3.6392 0.4444 -0.1948
H31 -2.5947 -1.0749 -0.4406
H32 -4.4082 -1.1439 -0.5591
H33 -5.8730 -2.4101 2.1877
H34 -4.7559 -3.3010 1.1150
H35 -4.3910 -3.2372 2.9296
H36 -5.6941 0.5599 1.7120
H37 -4.3689 1.2556 2.7205
H38 -5.4685 -0.0830 3.3815
H39 0.2484 -4.3881 1.2896
H40 1.8640 -5.8190 -0.1354
H41 4.1066 -5.8876 -0.6242
H42 4.4445 -4.1521 -0.3586
H43 3.5271 -4.7366 -1.8488
C21 -3.0269 5.0198 0.0479
C22 -3.5752 4.1010 1.1003
O3 -4.2955 3.1468 0.3389
C23 -3.6721 3.0791 -0.8683
O4 -3.8329 2.2057 -1.6553
O5 -2.8354 4.1327 -1.0549
F2 -4.4373 4.7474 1.9208
H44 -3.7357 5.8019 -0.2327
H45 -2.0884 5.4854 0.3454
H46 -2.8132 3.5929 1.6973

Record 7
The ion C5H9O4P with charge -2, computed with ωB97M-V/def2-TZVPD.

net charge	-2
ΔE to the lowest compared entry with this formula, charge and spin	117.71	kJ/mol
SMILES string	CC(=O)C(C)(C)P(=O)([O-])[O-]

CARTESIAN COORDINATES (ANGSTROEM)
C1 -0.2581 -1.2832 0.2104
C2 -0.5287 -1.6869 -1.2946
C3 0.3627 0.5622 1.8569
C4 -0.0430 1.0902 -0.6276
C5 0.3611 0.1092 0.4306
O1 2.5751 -1.4192 0.9190
O2 2.2292 -0.4798 -1.4613
O3 -0.4811 -2.0796 1.1144
O4 2.8198 1.1333 0.4291
P1 2.2675 -0.2101 0.0768
H1 0.5508 -1.7186 -1.4943
H2 -1.2310 -1.0472 -1.8850
H3 -0.9093 -2.7039 -1.2264
H4 0.6094 1.5687 1.7466
H5 -0.6015 0.6470 2.2702
H6 1.1150 -0.0124 2.4300
H7 0.4753 2.0559 -0.5310
H8 0.0504 0.5789 -1.5649
H9 -1.2567 1.2096 -0.7257

Record 8
A structure of composition C4H26BO21, computed with ωB97M-V/def2-TZVPD.

net charge	-1
ΔE to the lowest compared entry with this formula, charge and spin	315.05	kJ/mol

CARTESIAN COORDINATES (ANGSTROEM)
O1 -0.2178 -1.5119 2.8981
C1 0.5352 -0.8429 2.1861
O2 0.2252 -0.5079 1.0081
B1 1.2182 0.4681 0.5101
O3 2.1022 0.6191 1.6871
C2 1.6082 -0.0589 2.6291
O4 1.7512 0.3351 3.8171
O5 0.6392 1.7021 -0.0349
C3 1.0252 1.7051 -1.2119
O6 0.3872 2.3451 -1.9989
C4 1.7962 0.5581 -1.5849
O7 1.8832 -0.2199 -0.5769
O8 2.0532 0.1141 -2.7059
O9 -0.6738 -0.9009 -4.2279
H1 0.2092 -0.8529 -4.5609
H2 -1.2068 -0.3989 -4.8539
O10 -2.6878 -2.9649 1.2551
H3 -2.8158 -2.1409 1.7561
H4 -1.7638 -2.8909 0.9261
O11 -0.2508 2.3721 3.4671
H5 0.5672 1.9371 3.7931
H6 -0.7308 2.5791 4.2271
O12 1.5592 -2.6259 -2.4229
H7 1.6472 -1.6929 -2.4199
H8 0.6452 -2.8099 -2.4629
O13 -0.6368 2.6571 -4.3579
H9 -0.1308 2.2621 -3.5759
H10 -0.5498 3.6121 -4.2709
O14 0.4362 -0.6259 5.8931
H11 1.0952 -0.3399 5.2961
H12 -0.3938 -0.4409 5.4081
O15 -0.6728 -2.7619 -0.5939
H13 0.2262 -3.0519 -0.3219
H14 -0.5068 -1.8609 -0.6169
O16 -1.8278 -3.0249 4.3991
H15 -2.6118 -2.7359 4.8611
H16 -1.3018 -2.3079 4.0591
O17 -2.0538 2.1981 -0.5739
H17 -1.3178 1.6551 -0.9059
H18 -1.8458 3.0981 -0.8789
O18 1.8302 -3.2609 0.3941
H19 2.1152 -2.7309 -0.3369
H20 2.3282 -4.0749 0.3931
O19 -2.3528 1.0191 1.8621
H21 -1.6158 1.1731 2.4971
H22 -2.1328 1.4931 1.0401
O20 1.7472 -0.4559 -5.5369
H23 1.5882 0.3201 -6.0919
H24 2.1542 -0.0869 -4.7929
O21 -1.0728 4.5341 -1.1419
H25 -1.4618 5.3411 -1.4189
H26 -0.5418 4.0831 -1.7859

Record 9
A structure of composition C6H14N2Si, computed with ωB97M-V/def2-TZVPD.

ΔE to the lowest compared entry with this formula, charge and spin	677.85	kJ/mol

CARTESIAN COORDINATES (ANGSTROEM)
C1 -0.5382 -2.0677 2.3003
C2 -0.4851 -1.1440 1.2886
C3 1.2347 2.5354 -0.5609
C4 1.1730 -0.3944 -1.6479
C5 -1.4823 1.3536 -1.0937
C6 0.2451 0.1247 1.2559
N1 -1.0395 -2.9966 1.3723
N2 -1.1456 -1.9846 0.4071
Si1 0.2709 0.9018 -0.4752
H1 0.1279 -2.1700 3.1904
H2 1.4244 2.7991 -1.6486
H3 0.8219 3.4459 -0.0428
H4 2.1845 2.4397 0.0066
H5 0.4000 -0.8203 -2.3022
H6 1.9555 -0.0086 -2.1436
H7 1.4032 -1.2170 -0.9855
H8 -1.5406 0.6378 -1.9278
H9 -2.2626 1.1648 -0.3550
H10 -1.6412 2.4154 -1.3844
H11 -0.0325 0.7817 1.9883
H12 1.8501 -0.1796 1.6136
H13 -1.8495 -3.4880 1.6946
H14 -1.0742 -2.1291 -0.5501

Record 10
A cluster of 2 separate species, C5H11NO2PS in total, computed with ωB97M-V/def2-TZVPD.

net charge	-1
ΔE to the lowest compared entry with this formula, charge and spin	24.71	kJ/mol

CARTESIAN COORDINATES (ANGSTROEM)
C1 0.1811 -1.0726 1.4410
C2 -0.0880 2.1673 0.2871
C3 2.1347 2.2639 -0.9254
C4 -1.0719 -2.6369 -0.7978
C5 0.7213 1.7329 -0.6812
N1 0.3672 -0.7717 2.6746
O1 -1.9479 -0.3135 0.2160
O2 -2.2237 -2.4236 1.6593
P1 -1.4240 -1.6444 0.7189
S1 0.3732 0.3907 -1.7830
H1 0.1643 2.9970 0.7845
H2 0.9112 -0.8378 0.6695
H3 -1.0618 1.8236 0.4492
H4 2.8908 1.5323 -1.0666
H5 1.9932 2.8888 -1.9344
H6 2.2515 2.9971 -0.1368
H7 -1.9199 -2.3279 -1.5068
H8 -0.2125 -2.1551 -1.1811
H9 -0.7602 -3.6982 -0.8082
H10 -0.5331 -0.8995 3.0899
H11 -0.7454 -0.0123 -1.1686

no.,orbital gap (eV),LUMO (eV)
1,6.94,-4.47
2,5.81,5.42
3,6.23,3.57
4,6.75,3.11
5,10.09,-0.55
6,7.30,-4.25
7,6.27,6.59
8,8.02,1.12
9,8.33,0.57
10,8.16,3.21